No. 1
The following is a quantum chemistry calculation of C16H24AlF12O15S4 as an isolated structure in a non-equilibrium geometry, from the OMol25 dataset.

- Relative energy (zero: lowest compared OMol25 entry of this formula, charge and spin): 0.0 kJ/mol
- Gap between HOMO and LUMO: 3.9 eV
- Energy: -130237.709 eV
- HOMO: -0.25744 Eh
- Charge: -1
- F_max: 0.0640 Eh/bohr

The geometry in XYZ format:
```
72
Properties=species:S:1:pos:R:3:forces:R:3:mulliken_charge:R:1
Al 0.1647 -0.5391 0.0107 -1.4 1.0 -0.5 2.13
C -4.2663 -0.1349 3.0578 1.4 1.2 -1.4 0.43
F -5.0830 0.7215 3.6610 -0.2 -0.2 0.0 -0.21
F -3.2884 -0.4592 3.9045 -0.1 -0.5 0.6 -0.23
F -4.9205 -1.2104 2.6680 -0.3 -0.4 0.3 -0.21
S -3.4192 0.6787 1.5589 -0.8 2.3 -0.4 1.21
O -2.9501 1.9778 2.0171 0.0 -0.9 0.4 -0.67
O -2.3209 -0.2549 1.2486 1.1 -0.9 -0.3 -0.51
O -4.4481 0.7648 0.5548 0.3 -0.8 0.7 -0.57
C 5.0652 -2.1242 0.3565 -1.2 0.0 -0.5 0.54
F 5.9094 -1.6290 1.2426 0.1 0.0 0.0 -0.20
F 5.3090 -1.5853 -0.8417 0.3 0.1 0.0 -0.21
F 5.2268 -3.4414 0.2504 0.1 0.0 0.2 -0.21
S 3.3095 -1.7301 0.8820 -1.3 -0.3 1.1 1.03
O 3.1398 -0.3031 0.7951 0.3 1.1 -0.2 -0.64
O 2.3522 -2.3587 -0.0606 0.1 0.1 -0.1 -0.62
O 3.2754 -2.2467 2.2277 0.2 -0.4 -0.4 -0.69
C -3.2841 -2.4580 -3.5014 -0.9 0.2 2.0 0.45
F -4.3142 -3.3226 -3.5398 0.1 0.1 -0.4 -0.22
F -2.1651 -3.1773 -3.5935 0.2 0.3 -0.5 -0.22
F -3.4217 -1.5988 -4.5038 0.5 -0.3 0.1 -0.20
S -3.4173 -1.6258 -1.7589 -2.1 -0.6 0.1 1.10
O -4.5284 -0.6925 -1.8943 1.5 -1.2 -0.2 -0.56
O -3.6152 -2.7580 -0.8585 0.3 0.8 -0.9 -0.65
O -2.1279 -0.9525 -1.5535 1.9 0.7 0.1 -0.63
C -1.7470 4.2788 -1.4842 0.4 -0.2 -0.5 0.43
F -0.6514 4.4829 -0.7215 -0.3 0.1 0.1 -0.21
F -2.7867 4.8865 -0.9521 -0.1 0.0 0.6 -0.23
F -1.5160 4.8857 -2.6572 0.1 -0.2 -0.1 -0.26
S -2.0550 2.4410 -1.7484 -2.7 -1.6 -1.1 1.21
O -1.6551 2.1545 -3.1051 0.9 0.5 0.1 -0.75
O -1.2003 1.7721 -0.7330 0.2 -0.1 0.4 -0.39
O -3.5039 2.2972 -1.5964 2.1 0.7 0.7 -0.57
C -0.3808 -4.7437 2.7747 1.0 -1.1 1.0 -0.75
C -1.7503 -4.1319 2.9034 -0.4 1.8 -0.2 -0.45
C -1.8647 -3.3765 1.5843 -1.3 -1.3 -1.3 -0.05
O -0.5405 -3.0255 1.1803 0.8 1.4 -0.3 -0.07
C 0.3855 -4.0239 1.6496 -1.2 -0.5 0.7 -0.14
H -0.4514 -5.8254 2.6345 -0.1 0.1 -0.5 0.31
H 0.2489 -4.6986 3.6673 -0.4 0.3 0.2 0.30
H -1.8578 -3.3385 3.6478 0.3 -0.5 0.5 0.22
H -2.5620 -4.8449 3.0258 0.1 0.0 0.0 0.34
H -2.5593 -2.5491 1.4661 0.5 0.4 0.6 -0.10
H -2.2848 -4.0663 0.8378 0.4 -0.1 -0.2 0.19
H 1.2579 -3.5688 2.1070 0.2 0.2 -0.7 0.13
H 0.5827 -4.7444 0.8566 0.4 0.4 -0.2 0.24
C 2.5293 1.9069 -3.7119 -0.2 -1.1 -1.1 -0.72
C 3.4292 0.6927 -3.5396 1.7 0.4 1.2 -0.77
C 3.1835 0.2755 -2.0738 -0.6 -0.3 -2.5 -0.20
O 1.7472 0.4465 -2.0595 -0.9 -0.5 2.4 -0.03
C 1.2756 1.4422 -2.9830 0.3 0.8 -0.6 -0.02
H 2.3482 1.9289 -4.7882 -0.2 0.7 0.1 0.35
H 2.9268 2.8581 -3.3656 0.1 -0.1 0.1 0.29
H 4.4874 0.9426 -3.6601 0.0 -0.1 -0.2 0.38
H 3.1851 -0.1038 -4.2402 -0.2 0.0 0.1 0.33
H 3.7798 0.8820 -1.3949 -0.5 0.1 0.3 0.22
H 3.3517 -0.7897 -1.9511 0.1 0.1 0.4 0.08
H 0.7904 2.3003 -2.5216 -0.2 -0.5 0.5 -0.21
H 0.5806 0.9652 -3.6718 -0.1 0.0 0.2 0.34
C 1.8703 4.0022 1.2382 0.0 -0.4 0.3 -0.52
C 0.8918 3.9181 2.4173 1.1 1.2 -0.4 -0.68
C 0.1140 2.6512 2.1396 0.3 0.9 -0.6 -0.04
O 1.0480 1.8643 1.3227 -0.4 -1.9 -0.3 -0.06
C 2.2587 2.5534 1.0935 1.2 1.0 0.2 -0.18
H 2.7400 4.6233 1.4540 -0.1 0.2 -0.1 0.41
H 1.3198 4.3518 0.3651 0.3 0.1 -0.1 0.13
H 0.4208 4.9011 2.3705 -0.9 -0.4 0.6 0.32
H 1.4818 3.8566 3.3344 -0.2 -0.1 0.1 0.34
H -0.7409 2.8369 1.4955 -0.2 -0.2 0.3 -0.12
H -0.1491 2.1674 3.0767 -0.1 -0.5 -0.3 0.29
H 2.7974 2.3894 0.1577 -0.9 -0.7 -0.4 -0.11
H 3.0431 2.3350 1.8291 -0.4 -0.4 0.4 0.33
```
Positions in Å, forces in eV/Å.

---

No. 2
The following is a quantum chemistry calculation of C28H28CuN2Si as an isolated structure in a non-equilibrium geometry, from the OMol25 dataset.

- Gap between HOMO and LUMO (spin up / spin down): 5.9 / 6.1 eV
- Energy: -84981.737 eV
- ⟨S²⟩: 0.76
- HOMO (spin up / spin down): -0.23232 / -0.25456 Eh
- Multiplicity: 2
- F_max: 0.0766 Eh/bohr

The geometry in XYZ format:
```
60
Properties=species:S:1:pos:R:3:forces:R:3:mulliken_spin:R:1
C 0.7124 2.9561 3.1434 -0.1 0.2 -0.4 0.04
C 1.0954 2.6555 1.8294 -0.1 0.6 -0.5 0.03
C -0.1159 2.5439 1.0124 -0.2 0.4 0.7 0.02
H 2.1113 2.6757 1.4052 -0.5 -0.1 0.4 0.00
C -1.2303 2.7298 1.9335 0.1 0.9 -0.3 -0.02
C -0.7158 3.0191 3.2056 0.1 -0.2 -0.3 0.04
H -1.2908 3.2745 4.1040 0.2 -0.2 -0.5 0.00
H 1.3820 3.2057 3.9773 -0.3 -0.4 -0.5 0.00
H -0.1949 2.6857 -0.0718 0.0 0.3 0.8 0.02
H -2.2625 2.8740 1.5789 0.5 -0.3 0.4 0.00
Cu -0.1687 0.5852 1.2880 0.0 -0.5 0.8 0.16
C 0.0543 -3.7792 -1.5703 1.7 -1.1 0.6 0.00
H 1.4118 1.7971 -0.9533 -1.2 0.0 -1.7 0.06
H 0.0494 -4.1586 -0.5030 -0.3 0.7 -1.1 0.00
H 0.6797 -2.8450 -1.6474 -1.2 -0.8 0.1 0.00
Si 0.2752 1.0447 -1.7817 0.3 -3.8 -0.9 0.51
C 1.3089 -0.0381 -3.1598 1.4 0.5 0.4 0.04
C 2.2996 0.9107 -3.4992 1.1 -0.5 -0.2 0.05
H 2.3018 1.9114 -3.0475 -0.1 -0.4 -0.2 -0.01
C 3.4061 0.6240 -4.3163 0.0 -0.2 -0.5 0.01
H 4.1314 1.4131 -4.5198 -0.1 -0.2 0.1 0.00
C 3.5758 -0.6356 -4.9167 -0.5 0.5 0.2 0.01
H 4.4337 -0.8410 -5.5950 -0.8 0.1 0.7 0.00
C 2.5628 -1.5769 -4.6823 -0.6 0.2 0.1 -0.01
H 2.6448 -2.5591 -5.1786 -0.2 0.5 0.4 0.00
C 1.4292 -1.2937 -3.8571 0.8 0.2 0.4 -0.03
H 0.7230 -2.1343 -3.7324 0.3 0.8 0.1 0.00
C -1.2087 1.1426 -3.0538 -1.2 0.1 -0.2 0.07
C -1.0456 1.0765 -4.4700 0.0 1.3 -0.5 0.03
H -0.2133 0.5291 -4.9249 0.1 0.8 0.3 0.01
C -1.9394 1.7729 -5.3379 -0.2 -0.5 0.9 0.00
H -1.6793 1.9841 -6.3868 -0.1 -0.5 0.6 0.00
C -3.1541 2.2613 -4.8203 0.6 0.2 0.2 0.01
H -3.8110 2.9055 -5.4321 0.4 -0.6 0.4 0.00
C -3.4974 1.9344 -3.5015 -0.2 -0.5 0.4 0.00
H -4.5035 2.2317 -3.1351 0.8 -0.5 -0.2 0.00
C -2.5656 1.2815 -2.6470 0.2 1.2 -0.6 -0.02
H -2.8303 0.8705 -1.6691 -0.1 0.8 0.0 -0.02
H 0.6367 -4.5676 -2.1089 -0.3 0.6 0.3 0.00
H -0.9321 -3.7946 -2.0339 0.1 0.6 0.3 0.00
C -3.6584 -1.1668 3.7622 0.0 0.1 0.0 0.00
C -3.0668 -2.0449 4.6658 0.4 0.4 -0.1 0.00
C -1.6834 -1.9926 4.8471 0.2 0.4 -0.4 0.00
C -0.9195 -1.1020 4.0531 -1.8 -0.5 -0.7 0.00
N -1.5061 -0.3044 3.1255 -0.4 -0.3 0.8 -0.01
C -2.8419 -0.2699 3.0621 0.0 -0.5 -0.1 0.00
C 0.5428 -1.1170 4.0055 1.7 -0.6 -0.7 0.00
C 1.3270 -2.0321 4.7609 -0.2 0.7 -0.6 0.00
C 2.6951 -2.1111 4.4992 -0.3 0.2 0.0 0.00
C 3.2581 -1.2390 3.5743 -0.1 0.2 -0.1 0.00
C 2.4255 -0.3197 2.9155 0.0 -0.7 0.1 0.01
N 1.0896 -0.3319 3.0366 0.6 -0.5 1.0 -0.01
H -4.7378 -1.2114 3.5794 0.5 0.2 0.1 0.00
H -3.6732 -2.7512 5.2247 0.1 0.1 -0.1 0.00
H -1.1940 -2.6879 5.5309 -0.2 0.3 -0.1 0.00
H -3.2825 0.4634 2.3783 0.3 -0.3 0.1 0.00
H 0.8709 -2.7134 5.4770 0.1 0.3 -0.1 0.00
H 3.3151 -2.8461 5.0113 -0.2 0.2 -0.1 0.00
H 4.3261 -1.3069 3.3398 -0.5 0.3 0.1 0.00
H 2.8472 0.4126 2.2268 -0.2 -0.2 0.0 0.00
```
Positions in Å, forces in eV/Å.

---

No. 3
The following is a quantum chemistry calculation of one molecule with the formula C7H10NP in a non-equilibrium geometry, from the OMol25 dataset.

- Relative energy (zero: lowest compared OMol25 entry of this formula, charge and spin): 195.2 kJ/mol
- Gap between HOMO and LUMO: 7.7 eV
- Energy: -18196.579 eV
- HOMO: -0.27541 Eh
- F_max: 0.1375 Eh/bohr

The geometry in XYZ format:
```
19
Properties=species:S:1:pos:R:3:forces:R:3:nbo_charge:R:1
C -2.9974 0.7047 0.0316 -0.5 0.5 -0.7 -0.26
C -1.8475 1.3223 -0.4330 1.4 -2.3 0.9 -0.19
C -2.9631 -0.6571 0.3789 -0.8 -0.7 0.3 -0.20
C -0.6202 0.6076 -0.4053 -0.1 1.0 0.0 -0.27
C -1.7617 -1.3553 0.3843 -0.7 -1.6 0.0 -0.24
C -0.5915 -0.6928 0.0539 1.4 -1.2 -0.9 0.14
C 3.3470 0.8983 0.3787 -5.9 -0.4 3.9 -0.78
N 0.5827 -1.4874 -0.0283 1.9 2.3 1.0 -0.90
P 2.1138 -0.7785 -0.1545 -1.1 -1.8 1.6 1.06
H -3.8751 1.3942 -0.0952 0.4 -1.5 0.6 0.22
H -2.0062 2.2853 -0.7821 0.5 1.8 -0.7 0.21
H -3.8748 -1.2568 0.6146 0.7 0.9 -0.2 0.22
H 0.4097 0.8974 -0.7194 -1.3 0.9 -0.1 0.18
H -1.6841 -2.5032 0.4919 -0.4 2.1 0.2 0.23
H 3.6491 0.9327 1.4509 -0.7 -0.2 -0.5 0.23
H 4.1363 0.5077 -0.0642 3.6 -0.7 -3.2 0.21
H 2.6883 1.7785 0.1939 1.3 -0.6 -0.7 0.25
H 2.8647 -1.9784 0.1657 0.0 1.2 -0.2 0.01
H 2.4301 -0.6192 -1.4625 0.4 0.3 -1.3 -0.08
```
Positions in Å, forces in eV/Å.

---

No. 4
The following is a quantum chemistry calculation of C21H21BrN4O4PdS2 as an isolated structure in a non-equilibrium geometry, from the OMol25 dataset.

- Relative energy (zero: lowest compared OMol25 entry of this formula, charge and spin): 31.1 kJ/mol
- Gap between HOMO and LUMO (spin up / spin down): 6.7 / 4.0 eV
- Energy: -131440.340 eV
- ⟨S²⟩: 6.02
- HOMO (spin up / spin down): -0.46734 / -0.51760 Eh
- Multiplicity: 5
- Charge: +2
- F_max: 0.0752 Eh/bohr

The geometry in XYZ format:
```
54
Properties=species:S:1:pos:R:3:forces:R:3:mulliken_spin:R:1
Pd 0.5986 -19.1845 -6.8261 0.5 0.0 -0.4 1.22
C 5.5855 -15.7403 -13.6681 -0.8 -0.9 -0.9 0.00
C 4.9309 -16.2847 -12.4153 0.4 -1.1 0.0 0.01
C 5.1176 -17.6619 -12.1131 0.2 0.4 -0.4 0.00
C 4.6081 -18.2047 -10.9314 -0.1 -0.3 -0.1 0.00
C 3.9149 -17.3689 -10.0543 0.0 0.7 0.1 0.07
C 3.6712 -16.0011 -10.3577 0.1 -0.5 0.2 -0.01
C 4.1975 -15.4701 -11.5279 -0.2 -0.4 -0.3 0.00
S 3.5306 -17.9796 -8.4214 0.2 -1.5 -1.4 0.01
O 3.9894 -17.0235 -7.4700 -0.6 0.2 0.6 0.12
O 3.8489 -19.3804 -8.2668 -0.3 0.9 0.0 0.04
N 1.7454 -17.8155 -8.3671 2.5 0.6 2.6 0.81
C 1.0233 -17.8329 -9.4544 -2.5 -0.5 -2.9 0.70
C -3.2376 -20.3949 -9.6981 1.1 0.0 -0.6 0.00
O -2.1559 -20.8132 -9.8539 -0.7 0.1 0.4 0.00
O -4.2722 -19.9031 -9.5846 -0.4 -0.1 0.3 0.00
H 6.3358 -16.4464 -14.0848 -0.4 0.5 0.5 0.00
H 6.0647 -14.8126 -13.4191 0.2 0.6 -0.2 0.00
H 4.8472 -15.6074 -14.5164 0.6 0.2 1.1 0.00
H 5.7104 -18.2785 -12.8412 -0.8 0.6 1.0 0.00
H 4.7251 -19.2649 -10.6783 0.1 0.5 -0.1 0.00
H 3.0546 -15.3843 -9.6947 0.4 -0.2 -0.2 0.01
H 4.0066 -14.4312 -11.8022 0.1 -0.3 0.2 0.00
H 1.3372 -17.4636 -10.4264 -0.2 0.7 0.2 0.11
H 0.0324 -18.3217 -9.4293 0.7 -0.5 -0.2 0.11
Br -0.3956 -13.5923 -3.3719 0.2 0.1 -0.6 0.00
C -0.0612 -14.8933 -4.6816 -0.5 -1.3 -0.1 0.00
C 1.1569 -15.5838 -4.7005 -0.3 0.0 -0.2 0.01
C 1.2407 -16.7934 -5.3550 -0.2 0.1 -0.6 -0.01
N 0.1859 -17.3380 -5.9702 -0.7 -0.1 1.0 0.16
C -0.9949 -16.6969 -5.9725 0.3 0.4 -0.5 0.01
C -1.1311 -15.4242 -5.4571 1.5 0.0 0.9 0.01
H 2.0518 -15.2319 -4.2419 0.3 0.4 0.5 0.00
H 2.1626 -17.3588 -5.4535 0.1 0.3 0.2 0.01
H -1.8299 -17.2052 -6.4348 0.0 0.1 -0.1 0.01
H -2.0096 -14.8545 -5.6041 -0.9 0.2 0.2 0.00
N 0.8891 -20.1207 -3.3390 0.8 0.2 -0.7 0.00
C -0.1242 -20.5393 -4.0917 0.3 0.3 1.2 -0.03
S 0.0709 -21.1024 -5.7454 0.1 0.2 0.1 0.61
N -1.3248 -20.5466 -3.5484 -0.8 -0.1 -1.0 0.02
C -1.6239 -19.8532 -2.3194 0.3 -0.1 1.5 0.00
C -1.1910 -20.4461 -1.0957 -0.2 1.2 -1.6 0.00
C -1.3365 -19.7665 0.0969 -0.4 -0.1 0.2 0.00
C -1.9730 -18.5199 0.0945 -0.2 -0.8 -1.1 0.00
C -2.4385 -17.9685 -1.1037 0.6 0.5 0.0 0.00
C -2.2193 -18.5932 -2.3367 0.0 -0.3 0.2 0.00
H 1.8550 -20.1490 -3.6817 -0.7 0.0 0.2 0.00
H 0.7197 -19.7168 -2.4091 0.0 -0.4 -0.5 0.00
H -2.0880 -20.9205 -4.1235 0.3 0.3 0.4 0.00
H -0.6159 -21.3384 -1.1816 0.0 -0.8 0.2 0.00
H -1.0078 -20.2522 1.0240 -0.1 0.4 -0.4 0.00
H -2.1303 -18.0295 1.0192 -0.1 0.6 0.7 0.00
H -2.8626 -16.9622 -1.1258 -0.1 -0.4 0.2 0.00
H -2.5074 -18.0862 -3.2651 0.1 -0.4 0.3 0.00
```
Positions in Å, forces in eV/Å.